Formula: C20H22N2O5S
Source: OMol25
Level of theory: ωB97M-V with the def2-TZVPD basis set

Output
**Lowest unoccupied orbital energy**: -0.976 eV
**SMILES string**: CC(=O)c1ccc(NC(=O)c2cc(S(=O)(=O)N3CCOCC3)ccc2C)cc1
**ΔE to the lowest compared entry with this formula, charge and spin**: 20.865 eV
**HOMO-LUMO gap**: 7.26 eV
**Largest force on an atom**: 19.2 eV Å⁻¹

Structure (XYZ):
```
50
Properties=species:S:1:pos:R:3:forces:R:3:lowdin_charge:R:1
S 3.49883 1.39598 -1.28945 -1.6 8.9 1.3 0.860
O -1.12120 -1.85895 0.83042 0.3 -1.2 -0.7 0.112
O -7.24321 2.20183 -0.77895 1.4 -3.6 3.0 -0.015
O 2.40103 2.55589 -1.30391 3.1 -5.0 0.0 -0.392
O 4.54218 1.62168 -2.31966 -1.9 -2.3 1.7 -0.306
O 4.41261 0.25578 2.52020 1.2 3.3 2.4 -0.138
N 4.29530 1.81473 0.22300 -4.9 2.9 -1.5 -0.199
N -1.62995 -0.16780 -0.80828 1.5 -7.0 5.4 0.115
C 2.67537 -0.16006 -1.11411 -7.1 10.2 4.0 -0.267
C -3.44203 1.09305 -1.39850 -3.9 -2.0 4.7 0.093
C 0.63956 -1.23359 -0.73388 -3.2 -0.1 3.0 -0.194
C -6.79899 1.23188 -0.04182 -5.8 3.1 -0.7 -0.341
C -7.75044 0.56118 1.09284 -5.4 -2.4 -10.3 -0.009
C -4.79104 1.45727 -1.20401 6.6 -6.5 3.8 -0.001
C 3.26988 1.15867 2.22684 3.1 -16.7 -3.6 -0.245
C -5.48588 0.76686 -0.18346 1.2 -2.0 -0.9 -0.179
C -3.71074 -0.66317 0.51501 6.4 -5.2 2.5 -0.129
C 1.26422 -0.04442 -0.59401 7.7 -4.4 -4.2 0.096
C 2.70829 -2.26306 -1.46170 -11.6 -15.0 2.7 0.007
C 3.24237 -1.22223 -1.44130 14.4 7.5 -4.2 -0.257
C 5.17101 -0.05268 1.38072 -0.5 -1.5 -0.5 -0.171
C -0.73562 -1.38882 -0.19833 -2.8 6.7 -0.3 -0.255
C -2.95373 -0.06618 -0.32355 4.9 8.5 -11.2 -0.160
C -4.95112 -0.38519 0.47186 -8.5 3.0 3.6 -0.031
C 5.46699 1.21118 0.40083 0.3 -8.2 -1.4 -0.226
C 3.47030 2.21008 1.57925 -0.1 9.3 -13.2 -0.094
C 1.26384 -2.37238 -0.81385 5.7 -5.0 -5.4 -0.088
C 0.53477 -3.73211 -0.90539 2.0 4.0 8.8 0.030
H -3.07420 -1.41997 1.06034 -2.0 0.6 0.1 0.142
H -7.72904 -0.65289 0.84443 -0.3 3.3 1.0 0.133
H 3.09760 -3.11962 -1.91152 0.6 -1.5 -0.2 0.117
H -1.18000 0.33918 -1.50471 -0.1 1.1 -1.4 0.084
H -2.86970 1.77127 -1.99700 1.0 -0.5 -0.3 0.089
H 2.80025 1.24782 2.96725 -6.2 1.6 11.7 0.032
H 6.06194 1.72508 0.99095 3.7 3.0 2.0 0.073
H 4.37146 -1.09911 -1.91222 -2.8 -0.3 1.1 0.212
H -5.13918 2.16645 -1.72049 -3.2 5.4 -3.7 0.037
H 5.85406 0.75663 -0.62417 -0.1 1.4 2.3 0.161
H -7.34085 0.79873 1.89137 3.5 1.7 7.9 -0.060
H 4.39983 -0.76352 1.05271 0.7 -0.4 -2.1 0.099
H -5.48143 -0.82861 1.41269 0.0 0.7 -2.3 0.160
H -8.93222 1.05260 1.03756 3.7 -1.6 0.0 0.156
H 3.90584 3.06926 1.98662 1.2 1.0 0.8 0.130
H 6.03738 -0.68917 1.69209 -0.4 1.0 -0.1 0.131
H 2.52002 2.66826 0.97454 1.7 -1.1 1.8 0.188
H -0.27063 -3.64590 -1.44421 -4.2 -0.3 -3.4 0.020
H 0.82528 0.78764 -0.43053 -2.6 5.7 1.3 0.053
H 2.64780 0.16772 1.82969 0.3 3.0 -0.5 0.205
H 1.18566 -4.50358 -0.86897 1.7 -2.6 -0.9 0.035
H 0.06756 -3.75372 0.34683 1.1 -0.3 -3.7 0.191
```
Forces are in eV/Å.